No. 1
{"formula": "C3H2Br2O", "method": "the ωB97M-V functional and the def2-TZVPD basis", "gap_ha": 0.3409, "total_energy_ha": -5338.73936, "de_lowest_ev": 0.299, "charge": 0, "smiles": "C=C(Br)C(=O)Br", "symbols": ["C", "C", "Br", "C", "O", "Br", "H", "H"], "coordinates": [[0.304, -1.046, 0.814], [-0.270, 0.042, 0.360], [-1.810, 0.726, 1.157], [0.227, 0.649, -0.892], [1.128, 0.236, -1.652], [-0.762, 2.226, -1.624], [-0.008, -1.481, 1.653], [1.191, -1.353, 0.185]], "lowdin_charge": [0.032, -0.793, 0.756, -0.748, -0.018, 0.623, 0.028, 0.119]}

No. 2
{"formula": "C3H2Br2O", "method": "the ωB97M-V functional and the def2-TZVPD basis", "gap_ha": 0.3534, "total_energy_ha": -5338.69339, "de_lowest_ev": 1.550, "charge": 0, "smiles": "C#CC(=O)Br.Br", "symbols": ["C", "C", "C", "O", "Br", "H", "Br", "H"], "coordinates": [[-1.392, 1.727, -0.644], [-0.570, 1.076, -0.023], [0.517, 0.418, 0.602], [0.602, -0.659, 1.116], [2.217, 1.349, 0.134], [-2.051, 2.063, -1.387], [-0.179, -3.321, -0.199], [0.856, -2.653, 0.403]], "lowdin_charge": [0.188, -0.129, -0.781, -0.039, 0.663, 0.041, 0.389, -0.331]}

No. 3
{"formula": "C3H2Br2O2", "method": "the ωB97M-V functional and the def2-TZVPD basis", "gap_ha": 0.3361, "total_energy_ha": -5413.95443, "de_lowest_ev": 1.664, "charge": 0, "smiles": "O=C=CBr.O=CBr", "symbols": ["O", "C", "C", "Br", "H", "O", "C", "Br", "H"], "coordinates": [[1.092, 0.022, -1.940], [0.097, -0.392, -1.462], [-0.877, -0.709, -0.687], [-2.540, 0.052, -1.112], [-1.009, -1.671, -0.276], [1.739, -0.244, 1.144], [0.833, 0.506, 1.423], [0.593, 2.342, 0.850], [0.072, 0.095, 2.060]], "lowdin_charge": [0.172, -0.342, -0.621, 0.709, 0.053, -0.015, -0.702, 0.674, 0.071]}

No. 4
{"formula": "C3H2Br2O2", "method": "the ωB97M-V functional and the def2-TZVPD basis", "gap_ha": 0.3198, "total_energy_ha": -5413.94654, "de_lowest_ev": 1.879, "charge": 0, "smiles": "O=C=CBr.O=CBr", "symbols": ["O", "C", "C", "Br", "H", "O", "C", "Br", "H"], "coordinates": [[1.359, 0.281, -3.257], [0.979, 0.690, -2.201], [0.458, 1.415, -1.268], [-1.467, 0.978, -0.822], [1.057, 1.746, -0.379], [1.322, -1.563, -0.270], [0.555, -1.917, 0.599], [1.043, -1.839, 2.453], [-0.328, -2.362, 0.359]], "lowdin_charge": [0.156, -0.335, -0.467, 0.578, 0.083, -0.040, -0.686, 0.675, 0.037]}

No. 5
{"formula": "C3H2BrCl2O2", "method": "the ωB97M-V functional and the def2-TZVPD basis", "gap_ha": [0.2635, 0.2873], "total_energy_ha": -3760.34172, "de_lowest_ev": 4.010, "charge": -1, "symbols": ["C", "C", "C", "O", "O", "Cl", "Cl", "Br", "H", "H"], "coordinates": [[2.262, -0.296, -0.325], [-0.568, 1.023, 1.345], [2.438, 1.145, -0.111], [3.079, -0.686, -1.204], [1.295, -0.813, 0.218], [3.644, 1.416, 1.147], [2.603, 2.306, -1.394], [-1.343, 1.669, -0.168], [-0.578, 1.701, 2.182], [0.000, 0.153, 1.273]], "lowdin_charge": [-0.909, -0.546, -1.003, -0.067, -0.051, 0.532, 0.544, 0.596, -0.024, -0.074]}

No. 6
{"formula": "C3H2BrClF2", "method": "the ωB97M-V functional and the def2-TZVPD basis", "gap_ha": 0.3580, "total_energy_ha": -3349.25045, "de_lowest_ev": 4.616, "charge": 0, "smiles": "FC(F)Cl.C#CBr", "symbols": ["F", "C", "F", "Cl", "H", "C", "C", "Br", "H"], "coordinates": [[-3.693, 2.167, 1.542], [-3.003, 2.216, 0.491], [-3.690, 1.721, -0.564], [-2.761, 3.943, 0.054], [-1.775, 2.287, 0.754], [-0.828, 1.164, -1.015], [0.061, 1.897, -0.834], [0.781, 2.967, 0.549], [-1.006, 0.709, -2.087]], "lowdin_charge": [0.096, -0.873, 0.016, 0.607, 0.062, -0.106, -0.637, 0.708, 0.126]}

No. 7
{"formula": "C3H2BrFN2", "method": "the ωB97M-V functional and the def2-TZVPD basis", "gap_ha": 0.3612, "total_energy_ha": -2898.81692, "de_lowest_ev": 0.000, "charge": 0, "smiles": "Fn1cncc1Br", "symbols": ["F", "N", "C", "N", "C", "C", "Br", "H", "H"], "coordinates": [[1.746, -2.351, 0.000], [1.070, -1.169, 0.000], [-0.269, -1.012, 0.000], [-0.567, 0.256, 0.000], [0.599, 0.944, 0.000], [1.652, 0.068, 0.000], [3.505, 0.297, 0.000], [-0.961, -1.827, 0.000], [0.622, 2.014, 0.000]], "lowdin_charge": [0.055, -0.095, -0.149, 0.062, -0.176, -0.706, 0.777, 0.128, 0.103]}

No. 8
{"formula": "C3H2BrN", "method": "the ωB97M-V functional and the def2-TZVPD basis", "gap_ha": [0.3289, 0.2757], "total_energy_ha": -2744.04236, "de_lowest_ev": 5.614, "charge": 0, "symbols": ["C", "C", "C", "N", "Br", "H", "H"], "coordinates": [[-1.825, -0.027, -0.200], [-0.663, -0.655, -0.152], [1.145, 0.704, -0.106], [-2.876, 0.483, -0.143], [2.761, -0.053, 0.081], [-0.256, -1.617, -0.339], [0.937, 1.706, 0.226]], "lowdin_charge": [-0.362, 0.071, -0.563, 0.164, 0.677, 0.039, -0.025]}

Which formula does entry 4 have?
C3H2Br2O2

Which formula does entry 3 have?
C3H2Br2O2